The following is a DFT calculation (ωB97M-V/def2-TZVPD) of a molecular structure, C27H36N5O3RuS6 at a distorted geometry.

```
78
C27H36N5O3RuS6 ωB97M-V/def2-TZVPD
Ru 2.01681 0.24553 -1.01620
O -3.26485 0.14650 -5.51667
C -3.17529 0.93886 -4.56953
O -4.01889 1.64501 -3.98873
C -1.82824 0.84842 -3.80061
C -1.58416 1.70266 -2.72596
C -0.44509 1.53322 -1.97453
N 0.40952 0.51216 -2.21775
C 0.30477 -0.15084 -3.38390
C -0.82794 -0.02874 -4.17886
C 1.51870 -0.90492 -3.65878
C 1.60181 -1.94862 -4.55644
C 2.79115 -2.73432 -4.61301
C 3.76610 -2.51131 -3.71318
C 3.63243 -1.43725 -2.70294
N 2.55769 -0.50196 -2.88187
C 0.06464 2.44389 -0.95211
C -0.58535 3.59462 -0.52113
C 0.05890 4.43811 0.35852
C 1.33473 4.10609 0.80065
C 1.91840 2.94403 0.34437
N 1.30333 2.12630 -0.52149
H -2.31471 2.47778 -2.53225
H -0.95818 -0.58929 -5.09542
H 0.75444 -2.17775 -5.18654
H 2.87057 -3.53894 -5.33159
H 4.64516 -3.13999 -3.65258
H 4.56970 -0.89569 -2.56626
H -1.57348 3.82193 -0.89591
H -0.42143 5.34727 0.69491
H 1.87574 4.74375 1.48537
H 2.90711 2.63364 0.64718
S 0.03923 -3.08867 -1.13572
S 0.04312 -4.24379 -2.64763
S 0.99511 -5.88407 -2.42723
S 3.04077 -2.04711 -1.03104
C 6.09240 -0.78876 -0.02426
S 5.12018 0.47079 0.79467
C 4.47903 -0.54626 2.12038
O 3.98984 0.83275 -0.13890
H 6.87161 -1.11536 0.66421
H 6.54439 -0.33096 -0.90175
H 5.43026 -1.61089 -0.29271
H 5.32045 -0.79451 2.76824
H 4.01042 -1.43690 1.70730
H 3.75452 0.05332 2.66759
C -2.59587 2.32133 3.43358
C -1.41002 2.12341 4.37432
C -1.16904 0.67330 4.79932
C -0.35987 -0.17888 3.82981
N -1.03408 -0.35138 2.54978
C -0.45319 -0.37138 1.34680
S 1.26572 -0.39431 1.18526
N -1.23713 -0.48645 0.28124
C -2.68965 -0.59119 0.30271
C -3.19087 -1.99656 0.63544
C -4.68156 -2.00576 0.96544
C -4.98356 -1.42289 2.34322
H -2.78496 3.38156 3.26588
H -3.50309 1.88964 3.86410
H -2.42878 1.86452 2.45876
H -1.58996 2.71314 5.27615
H -0.49868 2.52739 3.92059
H -2.13221 0.18852 4.99888
H -0.62766 0.65528 5.74809
H -0.17145 -1.16033 4.27304
H 0.60722 0.27708 3.62506
H -2.00881 -0.61063 2.59242
H -0.75447 -0.70929 -0.57718
H -3.04669 -0.29378 -0.68341
H -3.08074 0.15259 1.00264
H -2.62425 -2.40611 1.48010
H -2.97872 -2.64661 -0.21551
H -5.05183 -3.03107 0.91804
H -5.22631 -1.44967 0.19714
H -4.46779 -1.98810 3.12433
H -6.05058 -1.45671 2.56175
H -4.67649 -0.37640 2.42233
```

The calculation puts the LUMO energy (spin up / spin down) at -1.79 / -1.86 eV. The HOMO energy (spin up / spin down) is -7.2 / -7.3 eV. The spin multiplicity is 2. The value obtained for the energy relative to the best compared isomer or geometry (same formula, charge and spin) is 3.9372 eV. The largest force on an atom comes out at 1.29 eV/A. The calculation puts the frontier orbital gap (spin up / spin down) at 5.41 / 5.46 eV.